[1]
A molecular structure, C23H24CsO2Te in a non-equilibrium geometry, computed with ωB97M-V/def2-TZVPD.

Results
2S+1   1
Energy above the lowest of the compared OMol25 structures with the same formula, charge and spin   21.89 kcal/mol
Net charge   -1
Max |F|   2.89 eV Å⁻¹
HOMO energy   -0.1135 Eh
Lowest unoccupied orbital energy   1.90 eV
Frontier orbital gap   5.0 eV

Each line ends with the Mulliken charge.
Cartesian coordinates (Å):
Cs 0.052 -0.538 1.957  1.0286
C 2.849 -3.266 4.472  -0.3443
C 3.699 -2.984 3.408  -0.3587
C 4.162 -1.691 3.218  -0.3512
C 3.779 -0.680 4.085  -0.3774
C 2.927 -0.962 5.148  -0.3568
C 2.464 -2.255 5.338  -0.3372
H 2.486 -4.273 4.620  0.3557
H 4.000 -3.774 2.732  0.3587
H 4.826 -1.469 2.391  0.3637
H 4.144 0.329 3.936  0.3552
H 2.628 -0.173 5.827  0.3539
H 1.796 -2.473 6.160  0.3491
C -3.358 -0.737 -0.925  -1.2550
C -2.718 -1.347 0.310  1.1183
O -1.486 -1.470 0.320  -0.7328
C -3.580 -1.772 1.381  0.2766
C -4.959 -1.910 1.153  -0.3925
C -5.814 -2.431 2.088  -0.7437
C -5.297 -2.862 3.316  -0.2791
C -3.970 -2.717 3.597  -0.6613
C -3.036 -2.121 2.680  0.3367
O -1.850 -1.905 3.028  -0.7955
H -2.558 -0.267 -1.494  0.0311
H -4.117 0.001 -0.675  0.3704
H -3.806 -1.517 -1.536  0.3481
H -5.349 -1.627 0.187  0.2825
H -6.871 -2.524 1.866  0.3480
H -5.970 -3.311 4.039  0.3447
H -3.566 -3.049 4.545  0.3476
C 1.754 4.369 -6.028  -1.3882
C 1.614 3.528 -4.789  0.7736
C 0.940 3.987 -3.666  -1.0209
C 0.663 3.154 -2.595  1.0302
C -0.048 3.712 -1.394  -1.5320
C 1.042 1.805 -2.624  -0.5544
Te 0.111 0.373 -1.391  -0.5824
C 1.867 1.394 -3.680  1.2082
C 2.487 0.025 -3.694  -1.5693
C 2.132 2.241 -4.742  -0.7008
H 1.281 5.339 -5.886  0.3336
H 1.268 3.872 -6.871  0.2986
H 2.804 4.517 -6.286  0.3147
H 0.587 5.014 -3.638  0.1674
H -0.287 4.767 -1.531  0.3422
H 0.582 3.614 -0.504  0.2652
H -0.968 3.163 -1.191  0.3123
H 2.380 -0.441 -2.714  0.3147
H 3.548 0.086 -3.945  0.3940
H 2.008 -0.621 -4.430  0.2639
H 2.726 1.874 -5.574  0.3460

***

[2]
C3H5NOS in the gas phase in a non-equilibrium geometry, computed with ωB97M-V/def2-TZVPD.

Results
2S+1   1
Energy above the lowest of the compared OMol25 structures with the same formula, charge and spin   82.49 kcal/mol
Max |F|   2.17 eV Å⁻¹
HOMO energy   -0.3434 Eh
Lowest unoccupied orbital energy   0.81 eV
Frontier orbital gap   10.2 eV

Each line ends with the natural charge from an NBO analysis.
Cartesian coordinates (Å):
C 0.609 0.884 0.422  -0.4500
C -0.943 0.635 0.307  -0.2539
C 0.700 -0.329 -0.497  -0.2705
N -0.754 -0.478 -0.634  -0.5358
O 0.139 -2.894 -0.642  -0.9255
S -0.006 -1.801 0.267  1.3341
H 0.972 1.756 -0.106  0.2245
H 1.120 0.827 1.411  0.2230
H -1.607 0.204 1.108  0.2086
H -1.460 1.524 -0.207  0.2147
H 1.230 -0.329 -1.430  0.2308

***

[3]
7 unconnected molecules or ions with the total composition C21H32ClN9, computed with ωB97M-V/def2-TZVPD.

Results
2S+1   1
Structure (SMILES)   C[C@@H](Cl)C[C@@](C#N)(CC#N)CCN.CC#N.CC#N.CC#N.CC#N.CC#N.CC#N
Max |F|   0.27 eV Å⁻¹
HOMO energy   -0.3270 Eh
Lowest unoccupied orbital energy   0.45 eV
Frontier orbital gap   9.4 eV

Each line ends with the natural charge from an NBO analysis.
Cartesian coordinates (Å):
C 1.287 1.830 2.103  -0.6227
C 0.712 1.148 0.873  -0.1739
Cl -0.947 1.808 0.602  -0.0738
C 1.515 1.378 -0.411  -0.4325
C 2.519 0.256 -0.773  -0.1395
C 3.403 0.853 -1.801  0.3370
N 4.082 1.335 -2.591  -0.3613
C 3.487 -0.101 0.390  -0.5302
C 2.918 -0.912 1.465  0.2927
N 2.461 -1.529 2.317  -0.3151
C 1.850 -0.986 -1.440  -0.3928
C 0.425 -1.386 -1.039  -0.2402
N 0.375 -2.314 0.097  -0.8638
H 0.670 1.591 2.971  0.2281
H 2.303 1.490 2.309  0.2173
H 1.276 2.913 1.965  0.2110
H 0.550 0.093 1.081  0.2300
H 2.052 2.325 -0.336  0.2329
H 0.817 1.469 -1.245  0.2437
H 4.333 -0.650 -0.031  0.2600
H 3.891 0.820 0.818  0.2884
H 2.488 -1.861 -1.281  0.2223
H 1.845 -0.794 -2.516  0.2196
H -0.218 -0.511 -0.893  0.1904
H 0.006 -1.914 -1.899  0.2081
H 0.135 -1.842 0.963  0.3874
H -0.372 -2.976 -0.072  0.3630
C 1.654 3.591 -4.063  -0.7292
C 0.382 3.683 -3.353  0.2810
N -0.618 3.747 -2.795  -0.3281
H 2.405 3.109 -3.438  0.2689
H 1.527 3.004 -4.971  0.2580
H 1.998 4.588 -4.334  0.2475
C 3.462 5.486 -0.527  -0.7253
C 3.879 4.244 0.109  0.3221
N 4.189 3.249 0.585  -0.3674
H 4.008 6.325 -0.098  0.2585
H 3.668 5.435 -1.595  0.2570
H 2.394 5.637 -0.375  0.2633
C -3.833 -0.514 3.396  -0.7312
C -2.545 -0.787 2.775  0.3312
N -1.527 -0.982 2.287  -0.3807
H -3.847 -0.927 4.404  0.2453
H -4.007 0.560 3.452  0.2843
H -4.629 -0.975 2.813  0.2542
C 0.157 -5.993 -1.295  -0.7249
C -0.863 -5.013 -1.647  0.3146
N -1.645 -4.217 -1.909  -0.3686
H -0.219 -7.000 -1.466  0.2537
H 1.044 -5.832 -1.904  0.2599
H 0.424 -5.879 -0.246  0.2677
C -4.089 -5.124 -4.132  -0.7243
C -4.351 -5.084 -5.566  0.2897
N -4.551 -5.055 -6.694  -0.3409
H -4.824 -4.521 -3.603  0.2551
H -4.149 -6.151 -3.776  0.2468
H -3.099 -4.729 -3.917  0.2716
C -4.268 2.432 7.190  -0.7207
C -4.589 2.433 5.767  0.3019
N -4.842 2.434 4.650  -0.3472
H -5.040 2.963 7.743  0.2573
H -4.209 1.408 7.555  0.2547
H -3.311 2.924 7.351  0.2582

***

[4]
A molecular structure, C5H8N2, computed with ωB97M-V/def2-TZVPD.

Results
2S+1   1
Energy above the lowest of the compared OMol25 structures with the same formula, charge and spin   106.92 kcal/mol
Max |F|   0.55 eV Å⁻¹
HOMO energy   -0.2703 Eh
Lowest unoccupied orbital energy   0.75 eV
Frontier orbital gap   8.1 eV

Each line ends with the natural charge from an NBO analysis.
Cartesian coordinates (Å):
C -1.697 -0.655 -0.120  -0.5268
C -1.076 0.958 0.747  -0.2365
C -0.331 1.744 -0.151  -0.1810
N 0.876 1.161 -0.430  -0.4284
C 0.994 -0.047 0.144  0.2480
N 2.148 -0.826 -0.077  -0.8366
C -0.235 -0.237 0.849  -0.3114
H -1.226 -1.506 -0.625  0.1968
H -2.443 -1.007 0.588  0.2334
H -2.175 -0.039 -0.877  0.2469
H -0.546 2.724 -0.559  0.2009
H 1.630 1.570 -0.969  0.4182
H 2.369 -1.394 0.733  0.3773
H 2.049 -1.450 -0.874  0.3686
H -0.337 -0.997 1.621  0.2305

***

[5]
A molecular structure, C38H54CaN3O3 in a non-equilibrium geometry, computed with ωB97M-V/def2-TZVPD.

Results
2S+1   1
Energy above the lowest of the compared OMol25 structures with the same formula, charge and spin   6.40 kcal/mol
Net charge   +1
Max |F|   2.32 eV Å⁻¹
HOMO energy (spin up / spin down)   -0.3772 / -0.3789 Eh
Lowest unoccupied orbital energy (spin up / spin down)   -4.46 / -4.42 eV
Frontier orbital gap (spin up / spin down)   5.8 / 5.9 eV

Each line ends with the Mulliken charge.
Cartesian coordinates (Å):
Ca -0.072 -0.529 0.224  1.8632
C 2.386 5.918 -2.144  -1.5142
C 3.208 5.394 -0.955  1.9685
C 2.851 6.213 0.295  -1.3560
C 4.691 5.595 -1.268  -2.2480
C 2.865 3.919 -0.694  -1.1625
C 1.572 3.559 -0.510  -0.0898
C 1.226 2.204 -0.264  -0.0655
N -0.020 1.704 -0.119  -0.1704
C -1.251 2.246 -0.056  -0.6702
C -1.601 3.615 0.168  -0.2800
C -2.895 4.004 0.212  -1.1789
C -3.921 3.002 -0.002  0.3146
C -3.707 1.671 -0.194  -0.6234
C -2.329 1.232 -0.175  2.3191
O -2.003 -0.007 -0.266  -1.6208
C -4.850 0.664 -0.392  2.1250
C -6.215 1.355 -0.402  -2.1133
C -4.862 -0.364 0.753  -1.5358
C -4.684 -0.057 -1.739  -1.5789
C -3.323 5.452 0.471  1.7969
C -4.246 5.505 1.701  -1.6471
C -2.119 6.358 0.722  -1.9896
C -4.085 5.984 -0.756  -1.6673
C 2.271 1.162 -0.232  1.6407
O 1.915 -0.066 -0.030  -1.8219
C 3.637 1.552 -0.430  -1.0210
C 3.872 2.887 -0.630  0.4490
C 4.755 0.494 -0.424  2.3191
C 4.760 -0.273 0.912  -1.4857
C 4.544 -0.490 -1.587  -1.5472
C 6.140 1.124 -0.598  -2.2363
H 2.646 6.962 -2.347  0.4550
H 1.310 5.882 -1.948  0.2191
H 2.585 5.337 -3.049  0.3620
H 3.102 7.268 0.140  0.4379
H 3.402 5.857 1.171  0.3559
H 1.781 6.149 0.520  0.1871
H 4.868 6.653 -1.481  0.4461
H 5.010 5.025 -2.148  0.4370
H 5.335 5.320 -0.426  0.3984
H 0.791 4.299 -0.595  0.5608
H -0.817 4.331 0.351  0.8677
H -4.946 3.353 0.005  0.4429
H -6.444 1.842 0.552  0.3889
H -6.986 0.600 -0.574  0.4447
H -6.298 2.097 -1.203  0.4149
H -4.970 0.135 1.722  0.3544
H -3.955 -0.965 0.768  0.2195
H -5.714 -1.039 0.629  0.4593
H -4.664 0.662 -2.564  0.3664
H -5.535 -0.726 -1.900  0.4594
H -3.774 -0.650 -1.774  0.2036
H -3.742 5.107 2.587  0.3732
H -5.171 4.939 1.552  0.3398
H -4.527 6.542 1.908  0.4495
H -1.538 6.033 1.592  0.4013
H -2.466 7.375 0.917  0.5097
H -1.452 6.401 -0.147  0.3337
H -5.008 5.426 -0.943  0.3423
H -3.466 5.927 -1.656  0.3695
H -4.362 7.032 -0.599  0.4608
H 4.898 3.198 -0.783  0.5854
H 3.830 -0.818 1.074  0.1005
H 4.914 0.411 1.752  0.3469
H 5.585 -0.993 0.912  0.4790
H 3.604 -1.026 -1.494  0.2064
H 5.356 -1.225 -1.600  0.4661
H 4.553 0.036 -2.546  0.3523
H 6.381 1.829 0.206  0.4335
H 6.244 1.642 -1.558  0.4312
H 6.890 0.329 -0.572  0.4388
C -0.525 -6.020 5.233  -1.0555
C 0.878 -6.052 4.644  -0.7997
N 1.034 -5.185 3.461  0.2244
C 1.816 -3.957 3.615  -0.8921
C 1.123 -2.893 4.450  -1.0639
C 0.566 -5.664 2.284  0.3450
O 0.076 -6.776 2.160  -0.6121
C 0.613 -4.782 1.060  -0.1254
C 1.102 -5.307 -0.126  -0.3747
C 1.048 -4.552 -1.285  -0.9163
C 0.489 -3.292 -1.226  -0.2207
N -0.019 -2.781 -0.095  -0.5074
C 0.044 -3.529 1.019  0.1476
H -0.585 -6.685 6.099  0.3784
H -1.253 -6.363 4.495  0.3090
H -0.800 -5.012 5.559  0.2672
H 1.133 -7.068 4.354  0.4175
H 1.616 -5.715 5.372  0.4120
H 2.066 -3.573 2.631  0.5977
H 2.764 -4.223 4.081  0.3356
H 0.149 -2.629 4.031  0.2370
H 1.740 -1.993 4.504  0.4015
H 0.953 -3.237 5.473  0.3612
H 1.505 -6.314 -0.131  0.5162
H 1.423 -4.937 -2.223  0.4549
H 0.431 -2.673 -2.109  0.4939
H -0.414 -3.113 1.915  0.5956

***

[6]
A molecular structure, C15H15BrNOV in a non-equilibrium geometry, computed with ωB97M-V/def2-TZVPD.

Results
2S+1   4
Energy above the lowest of the compared OMol25 structures with the same formula, charge and spin   46.07 kcal/mol
Net charge   -1
Max |F|   7.67 eV Å⁻¹
HOMO energy (spin up / spin down)   -0.0666 / -0.0666 Eh
Lowest unoccupied orbital energy (spin up / spin down)   1.49 / 1.49 eV
Frontier orbital gap (spin up / spin down)   3.3 / 3.3 eV

Each line ends with the natural charge from an NBO analysis.
Cartesian coordinates (Å):
C 1.568 1.476 1.528  -0.2977
C 0.389 2.278 1.340  -0.3482
C -0.696 1.630 1.999  -0.3759
H 0.330 3.225 0.807  0.2407
C -0.202 0.418 2.588  -0.3841
C 1.198 0.316 2.297  -0.3618
H 1.860 -0.487 2.604  0.2520
H 2.565 1.729 1.198  0.2611
H -1.715 2.009 2.075  0.2284
H -0.804 -0.305 3.135  0.2276
V 0.133 0.388 0.577  0.9435
Br 1.417 0.310 -1.532  -0.4681
C 3.041 -2.831 -2.833  -0.3642
C 3.635 -3.321 -1.630  -0.3757
C 4.669 -2.412 -1.246  -0.3774
H 3.362 -4.236 -1.109  0.1698
C 4.714 -1.362 -2.213  -0.3673
C 3.707 -1.620 -3.193  -0.3582
H 3.497 -1.010 -4.067  0.1758
H 2.237 -3.304 -3.390  0.1736
H 5.321 -2.511 -0.381  0.1694
H 5.405 -0.522 -2.217  0.1720
O -2.031 -0.807 -0.784  -0.5288
N -2.856 0.069 -0.199  0.0597
C -3.406 -0.250 1.028  0.0001
C -4.501 0.475 1.478  -0.2271
C -4.843 1.669 0.828  -0.2119
C -4.106 2.086 -0.285  -0.2235
C -3.094 1.288 -0.794  -0.0040
H -3.019 -1.174 1.502  0.2481
H -5.065 0.087 2.333  0.2325
H -5.735 2.223 1.150  0.2241
H -4.390 2.985 -0.851  0.2337
H -2.583 1.495 -1.742  0.2619

***

Q: The highest 2S+1 belongs to which entry?
A: C15H15BrNOV